109
Properties=species:S:1:pos:R:3:forces:R:3 method="wB97M-V/def2-TZVPD" homo_ev=-1.3 e_tot_ev=-1577586.77680 total_charge=-1 fmax_ev_per_a=1.17
N -2.28143 -4.94753 -2.60525 0.1 0.3 0.4
C -1.12837 -5.54581 -1.88596 0.1 0.1 -0.1
C -0.87121 -7.00001 -2.28742 -0.4 -0.1 -0.8
O -0.88513 -7.04334 -3.74661 0.2 -0.1 0.1
C -1.90447 -8.01740 -1.77417 0.0 -0.3 0.5
N -1.68539 -8.60028 -0.47743 0.1 0.3 -0.2
C -1.80274 -7.69025 0.60435 0.1 -0.8 -0.1
C -0.49215 -7.11892 1.18574 -0.4 0.6 -0.2
F 0.49796 -8.09314 1.28913 0.1 -0.1 0.3
H -1.98249 -4.05156 -2.97529 0.0 -0.1 -0.2
H -2.97948 -4.69795 -1.91350 -0.1 -0.2 -0.1
H -0.22493 -4.97334 -2.12803 -0.4 -0.1 0.1
H -1.29132 -5.44097 -0.81445 0.2 -0.2 0.0
H 0.12200 -7.34359 -1.98047 -0.1 0.1 0.4
H -0.08695 -6.60001 -4.04900 0.0 0.1 0.0
H -2.91258 -7.54253 -1.86825 0.1 0.2 -0.1
H -1.88433 -8.84158 -2.49542 -0.1 0.1 -0.1
H -2.47754 -6.82277 0.39325 0.0 0.1 0.2
H -2.25486 -8.23054 1.46562 -0.1 0.1 0.1
H -0.67028 -6.71057 2.19141 0.1 -0.1 -0.1
H -0.07814 -6.31413 0.56914 0.1 -0.1 -0.1
Br 1.80019 -3.65633 -2.78021 0.3 0.1 -0.4
C 1.70068 -1.86518 -3.54134 0.2 -0.3 0.1
C 1.15139 -0.91864 -2.51288 -0.3 0.1 -0.4
Br -0.77669 -1.10983 -2.31682 0.0 -0.9 -0.5
H 1.10186 -1.91222 -4.44521 -0.1 0.0 0.0
H 2.72370 -1.59738 -3.80215 0.0 0.1 0.0
H 1.33131 0.10985 -2.82560 0.0 0.0 -0.1
H 1.58425 -1.09354 -1.53777 -0.1 0.0 0.1
Br 2.63899 2.75687 -4.32834 0.1 -0.1 0.0
C 1.09286 3.78738 -4.90050 0.0 0.0 0.1
C -0.19802 3.09304 -4.54507 -0.1 -0.1 -0.3
Br -0.57475 1.60923 -5.76615 0.1 0.1 0.2
H 1.18873 3.93714 -5.97115 0.0 0.0 0.0
H 1.18435 4.74325 -4.38889 -0.1 0.0 0.1
H -1.03681 3.77530 -4.66511 0.0 0.0 0.0
H -0.19832 2.68773 -3.53756 0.0 0.0 0.0
Br -0.02535 0.45881 2.47767 0.1 0.1 0.1
C 0.20613 2.25684 1.77888 -0.2 -0.2 0.2
C -0.58238 2.41911 0.50600 0.2 0.2 -0.2
Br 0.27561 1.47963 -0.96349 0.0 1.0 0.7
H 1.27165 2.40222 1.64107 0.0 0.0 0.0
H -0.15478 2.93774 2.54731 0.0 0.0 0.0
H -0.64143 3.46569 0.21053 0.1 0.0 0.0
H -1.58475 2.00686 0.58351 0.0 0.0 0.0
Br 3.52925 -0.81840 3.99909 0.0 0.1 0.1
C 2.35464 -1.59490 5.33751 0.2 0.0 0.0
C 1.92275 -2.98403 4.94356 -0.3 0.1 0.0
Br 0.57128 -2.90728 3.55054 0.1 -0.1 -0.1
H 1.50598 -0.92516 5.44148 0.0 0.0 0.0
H 2.92721 -1.60409 6.26277 0.0 -0.1 0.0
H 1.44823 -3.49221 5.78064 0.0 0.0 0.0
H 2.73944 -3.59220 4.56782 0.0 0.0 0.0
Br 3.00808 -1.87775 0.42414 0.1 0.1 0.2
C 4.20660 -0.90953 -0.75398 -0.2 -0.2 0.0
C 5.61847 -0.90608 -0.23124 0.1 0.2 0.0
Br 5.84033 0.34330 1.24828 0.0 0.0 0.0
H 3.80348 0.09488 -0.86671 0.0 0.0 0.0
H 4.16119 -1.43367 -1.70877 0.1 0.0 0.0
H 6.31351 -0.56839 -0.99710 0.0 0.0 0.0
H 5.92362 -1.88136 0.13359 0.0 0.0 0.0
Br -5.12725 -1.27392 2.39313 0.1 0.0 0.0
C -5.36803 0.44291 1.51691 -0.1 -0.2 0.1
C -5.50889 0.29998 0.02508 0.3 0.0 0.0
Br -3.79970 -0.06006 -0.83198 0.0 0.0 0.0
H -4.51808 1.05833 1.79594 0.0 0.0 0.0
H -6.27956 0.86032 1.94022 0.0 0.0 0.0
H -5.85683 1.22754 -0.41354 0.0 0.0 0.0
H -6.17552 -0.50880 -0.25598 0.0 0.0 0.1
Br 3.12103 3.58901 -0.04219 0.1 0.1 0.0
C 4.33317 4.63367 -1.14247 0.0 -0.2 0.0
C 5.74374 4.59621 -0.61774 0.1 0.1 0.0
Br 5.97393 5.72450 0.95768 0.0 -0.1 0.0
H 3.92550 5.63679 -1.18441 0.0 0.0 0.0
H 4.28432 4.18239 -2.13192 0.0 0.0 0.0
H 6.43595 4.99190 -1.35785 0.0 0.0 0.0
H 6.05201 3.59673 -0.32502 0.0 0.0 0.0
Br 0.41237 -6.64694 4.90365 0.1 0.1 0.1
C -1.19752 -7.06963 5.90319 0.1 -0.1 0.0
C -2.32916 -7.46557 4.99056 -0.1 0.1 0.0
Br -3.10896 -5.91392 4.12154 0.0 0.0 0.0
H -1.44335 -6.19641 6.49933 0.0 0.0 0.0
H -0.92091 -7.89305 6.55837 -0.1 0.0 0.0
H -3.13687 -7.91226 5.56655 0.0 0.0 0.0
H -2.01718 -8.14739 4.20471 0.0 0.0 -0.1
Br 4.36692 8.32348 -0.81304 0.0 0.2 0.0
C 2.86756 9.47801 -1.25911 0.2 0.0 0.1
C 1.55917 8.83569 -0.88646 -0.2 0.1 -0.2
Br 1.05665 7.43832 -2.14678 0.0 -0.1 0.1
H 2.94362 9.70344 -2.31791 -0.1 0.0 0.0
H 3.02588 10.38794 -0.68427 -0.1 0.0 0.0
H 0.75272 9.56451 -0.92482 0.0 0.0 0.0
H 1.58017 8.37112 0.09440 0.1 0.0 0.0
Br 5.68453 11.79555 2.66313 0.0 0.1 0.0
C 4.13426 11.12785 3.62532 0.2 -0.1 0.0
C 3.09534 10.56685 2.69260 -0.2 0.0 0.0
Br 2.09942 11.98040 1.79009 0.1 -0.1 -0.1
H 3.75480 11.95082 4.22212 0.0 0.0 0.0
H 4.51324 10.34627 4.27983 0.0 0.0 0.0
H 2.35047 10.00209 3.24878 0.0 0.0 0.0
H 3.52392 9.93657 1.91801 0.1 0.0 0.0
Br -9.10478 -2.14902 -0.66700 0.0 0.1 0.0
C -9.70148 -1.18842 -2.24666 0.1 -0.2 0.1
C -8.58944 -0.37101 -2.84676 0.0 0.1 0.0
Br -8.23883 1.22925 -1.79697 -0.2 0.1 -0.1
H -10.54708 -0.57901 -1.94467 0.0 0.0 0.0
H -10.03026 -1.95028 -2.94992 0.0 0.0 0.0
H -8.86152 -0.01644 -3.83809 0.0 0.0 0.0
H -7.65369 -0.91893 -2.90084 0.0 0.0 0.0